No. 1
{"formula": "C55H54FN10O3RbS3", "method": "ωB97M-V/def2-TZVPD", "symbols": ["Rb", "S", "S", "S", "F", "O", "O", "O", "N", "N", "N", "N", "N", "N", "N", "N", "N", "N", "C", "C", "C", "C", "C", "C", "C", "C", "C", "C", "C", "C", "C", "C", "C", "C", "C", "C", "C", "C", "C", "C", "C", "C", "C", "C", "C", "C", "C", "C", "C", "C", "C", "C", "C", "C", "C", "C", "C", "C", "C", "C", "C", "C", "C", "C", "C", "C", "C", "C", "C", "C", "C", "C", "C", "H", "H", "H", "H", "H", "H", "H", "H", "H", "H", "H", "H", "H", "H", "H", "H", "H", "H", "H", "H", "H", "H", "H", "H", "H", "H", "H", "H", "H", "H", "H", "H", "H", "H", "H", "H", "H", "H", "H", "H", "H", "H", "H", "H", "H", "H", "H", "H", "H", "H", "H", "H", "H", "H"], "positions_angstrom": [[0.057, -0.486, -0.301], [-0.195, -1.685, -3.779], [1.867, 2.043, 2.326], [3.876, 0.003, 3.464], [-6.206, -3.477, 1.716], [-0.873, -0.970, -2.658], [2.012, -0.133, -2.872], [-1.572, 1.630, -1.243], [-1.449, 2.300, 1.910], [0.719, -4.898, 5.676], [-2.104, 3.752, -0.687], [1.368, -3.266, 0.081], [0.882, -2.310, 2.590], [0.936, -4.530, 3.412], [0.465, -0.604, 4.068], [0.604, -2.728, 4.919], [3.516, 0.338, 0.973], [2.899, 0.737, -0.210], [-3.471, 3.358, -0.432], [5.256, 2.241, 4.335], [0.985, -3.611, 2.440], [2.820, 2.684, -4.976], [-4.828, -2.036, -3.762], [-1.672, 0.204, -5.268], [-3.217, -3.386, -5.557], [5.017, 1.906, -0.490], [-4.266, -3.526, 0.337], [-1.232, -3.159, -4.053], [-1.272, 1.431, 6.622], [-2.750, 0.084, -6.139], [0.257, 3.130, -1.023], [6.497, 1.910, 4.873], [0.744, -4.010, 4.623], [0.669, -1.911, 3.854], [-3.046, 0.710, 4.593], [7.520, 3.779, 3.762], [7.621, 2.672, 4.594], [-3.805, 0.980, -6.084], [-2.723, 2.129, -4.275], [-1.697, 1.980, 2.985], [-2.357, 0.605, 6.894], [-1.065, 1.897, 5.335], [1.010, -5.511, 0.807], [-4.887, -3.129, 1.500], [-4.555, -3.175, -5.858], [-3.495, -2.255, -3.457], [-2.932, -3.154, 0.151], [1.340, -5.046, -1.510], [3.653, 1.452, -0.962], [-3.240, 0.246, 5.884], [3.244, 1.854, -2.329], [-1.956, 1.532, 4.327], [-5.361, -2.491, -4.962], [6.289, 4.112, 3.218], [-4.217, -2.401, 2.459], [-2.884, -2.060, 2.209], [-1.670, 4.977, -0.051], [-1.201, 2.765, -0.993], [1.109, -5.963, -0.496], [2.529, 0.962, -3.220], [3.634, 3.113, -2.779], [1.140, -4.146, 1.047], [-3.795, 2.004, -5.147], [5.164, 3.352, 3.504], [-2.154, -2.395, 1.051], [4.049, 1.392, 4.610], [-1.661, 1.240, -4.340], [1.465, -3.706, -1.166], [2.430, 1.428, -4.579], [3.079, 0.829, 2.064], [-2.674, -2.925, -4.363], [3.409, 3.569, -4.069], [-0.515, -0.745, -5.326], [8.578, 2.395, 5.018], [-0.922, 5.496, -0.648], [-1.112, -3.685, -3.102], [4.925, 2.649, 0.308], [-4.732, -2.125, 3.373], [0.416, -0.194, -5.464], [0.652, 3.145, -0.003], [-0.737, -3.746, -4.831], [-0.208, 2.510, 5.087], [5.603, 2.324, -1.306], [-4.818, -4.105, -0.396], [0.447, 4.094, -1.492], [3.132, 1.982, 4.535], [-5.450, -1.512, -3.050], [1.418, -5.351, -2.545], [-0.614, -1.476, -6.129], [3.704, 4.569, -4.365], [0.999, -7.018, -0.719], [-4.643, 0.866, -6.761], [-3.629, 2.363, -0.839], [0.824, -6.178, 1.634], [-2.477, -3.499, -0.780], [-6.405, -2.318, -5.192], [1.998, 0.737, -5.296], [6.581, 1.033, 5.504], [1.658, -2.947, -1.919], [0.789, 0.072, 3.373], [-2.713, 2.907, -3.524], [4.205, 3.585, 3.054], [0.797, 2.359, -1.568], [6.203, 4.962, 2.554], [-2.380, -1.498, 2.997], [4.132, 3.773, -2.075], [0.492, -5.842, 5.411], [8.398, 4.369, 3.531], [-1.257, 4.793, 0.945], [-3.698, 0.407, 3.786], [4.113, 0.949, 5.605], [-0.843, 1.323, -3.640], [0.513, -0.311, 5.029], [-3.674, 3.330, 0.643], [5.539, 1.054, -0.050], [-3.085, -1.899, -2.524], [-2.506, 0.227, 7.897], [-0.577, 1.696, 7.407], [-2.533, 5.637, 0.048], [-2.772, -0.729, -6.853], [-4.626, 2.696, -5.090], [0.261, -4.544, 6.499], [-4.160, 4.065, -0.904], [-4.070, -0.416, 6.093], [-2.584, -3.919, -6.259], [2.673, 2.986, -6.009], [-4.963, -3.541, -6.792]], "mulliken_charge": [0.2532, 0.8182, -0.6062, -0.1994, -0.3919, 0.1441, -0.5830, -0.2207, -0.0214, -0.4691, 0.3444, -0.0683, 0.4388, -0.6955, 0.8002, -0.7575, -0.9323, 0.9192, -1.0770, 0.3643, -0.2359, -0.5526, -1.1282, 0.1693, -0.5825, -1.8974, -0.7839, -1.2997, -0.3509, -0.4347, -0.4126, -0.4718, 0.2196, -0.0065, -0.4059, -0.3841, -0.4913, -0.5930, -0.6028, -0.2752, -0.4576, -0.7013, -0.5694, 0.5110, -0.5618, -0.0073, -0.2300, -0.7699, 0.0697, -0.5036, 0.4047, 0.6971, -0.4773, -0.6848, -0.6642, -0.3819, -1.0025, 0.4326, -0.5093, 0.7008, -0.3971, 0.7221, -0.6593, 0.0180, -0.3328, -0.9259, 0.5439, -0.2797, -0.6056, 0.3799, 0.6051, -1.0474, -1.0138, 0.3518, 0.3081, 0.2137, 0.2744, 0.4552, -0.2372, 0.1154, 0.5324, 0.3841, 0.5337, 0.4518, 0.4563, 0.1987, 0.4757, 0.4496, 0.6047, 0.3455, 0.3860, 0.3758, 0.2579, 0.4644, 0.2307, 0.3903, 0.3157, 0.3549, 0.7346, -0.5905, 0.3874, 0.3580, -0.5632, 0.3811, 0.3377, 0.4504, 0.2540, 0.3532, 0.2623, 0.5678, 0.5837, 0.2790, 0.2384, 0.3414, 0.4405, 0.8306, 0.3866, 0.3878, 0.3352, 0.3249, 0.3898, 0.2600, 0.3162, 0.3838, 0.3430, 0.3399, 0.3544], "de_lowest_kcal_mol": 24.1, "homo_energy_ev": -1.37, "total_charge": -2, "spin_multiplicity": 1}



No. 2
{"formula": "C55H55As3CdI2N4", "method": "ωB97M-V/def2-TZVPD", "symbols": ["I", "I", "Cd", "As", "As", "As", "N", "N", "N", "N", "C", "C", "C", "C", "C", "C", "C", "C", "C", "C", "C", "C", "C", "C", "C", "C", "C", "C", "C", "C", "C", "C", "C", "C", "C", "C", "C", "C", "C", "C", "C", "C", "C", "C", "C", "C", "C", "C", "C", "C", "C", "C", "C", "C", "C", "C", "C", "C", "C", "C", "C", "C", "C", "C", "C", "H", "H", "H", "H", "H", "H", "H", "H", "H", "H", "H", "H", "H", "H", "H", "H", "H", "H", "H", "H", "H", "H", "H", "H", "H", "H", "H", "H", "H", "H", "H", "H", "H", "H", "H", "H", "H", "H", "H", "H", "H", "H", "H", "H", "H", "H", "H", "H", "H", "H", "H", "H", "H", "H", "H"], "positions_angstrom": [[3.845, -0.135, -3.684], [2.834, 0.361, -1.083], [-0.510, -1.075, -0.452], [2.578, 1.081, 1.581], [3.968, 4.977, 1.948], [-0.360, 2.336, -0.173], [-2.442, -0.168, -0.989], [0.824, -2.768, -0.077], [-0.271, -1.472, -2.577], [-1.398, -1.548, 1.485], [-2.089, -0.055, -3.430], [0.984, 4.736, 3.211], [-7.113, 0.708, 3.342], [-0.914, -0.808, -3.575], [2.326, -4.445, -0.408], [2.431, -0.431, 2.781], [-0.221, -1.084, -4.820], [-2.517, -0.956, 1.987], [1.692, 2.436, 2.700], [0.962, -3.447, 1.091], [4.009, -3.485, -3.015], [-4.594, 0.558, -0.890], [-4.196, 0.640, -2.185], [-0.843, -2.326, 2.446], [1.229, -5.693, 5.634], [-4.743, 0.096, 1.987], [-2.664, 0.550, -4.667], [-3.489, -0.255, 1.248], [-3.300, 2.513, -5.924], [4.595, -5.092, -4.703], [2.286, -4.696, -4.160], [3.248, -5.363, -4.902], [4.973, -4.151, -3.757], [2.150, -4.779, 5.147], [-0.110, 3.608, 1.322], [4.464, 1.480, 1.834], [2.303, 4.316, 1.108], [0.583, -4.077, 3.445], [4.929, 5.179, 0.251], [1.624, -3.037, -2.399], [-0.015, -5.802, 5.028], [-2.168, 2.960, -0.564], [-3.768, 1.711, -6.955], [0.758, -2.175, -3.103], [-6.741, -0.614, 3.147], [1.828, -3.978, 4.061], [-2.626, -1.312, 3.386], [0.800, -1.923, -4.531], [-3.476, 0.039, -0.132], [0.233, -3.224, 2.269], [0.466, 3.317, -1.651], [-5.566, -0.916, 2.476], [-3.683, 0.330, -6.844], [3.476, 6.868, 2.123], [2.657, -3.749, -3.209], [-1.599, -2.152, 3.668], [1.234, 3.753, 2.058], [-6.302, 1.725, 2.860], [-2.834, 0.153, -2.243], [1.931, -4.510, 0.884], [-2.754, 1.934, -4.788], [-3.133, -0.246, -5.709], [-5.128, 1.419, 2.186], [-0.334, -5.001, 3.943], [1.600, -3.349, -1.027], [-1.302, -5.088, 3.465], [-3.358, 3.590, -6.004], [2.920, 7.204, 1.248], [0.843, 1.936, 3.175], [4.312, 5.710, -0.474], [-2.524, 2.489, -1.480], [6.020, -3.927, -3.602], [1.884, 5.135, 0.516], [0.141, 4.358, -1.642], [2.949, -1.278, 2.332], [-3.394, -0.972, 4.060], [0.201, 4.362, 3.872], [-7.370, -1.414, 3.513], [2.877, 7.029, 3.017], [1.385, -0.693, 2.929], [5.194, 4.203, -0.155], [1.551, 3.267, -1.625], [2.886, -0.171, 3.738], [0.130, 2.842, -2.575], [-4.051, -0.302, -7.642], [-6.583, 2.759, 3.006], [1.478, -6.319, 6.481], [2.550, -3.268, 3.681], [1.535, -2.317, -5.211], [-2.834, 2.680, 0.245], [5.847, 5.741, 0.420], [-3.074, -1.323, -5.618], [-2.166, 4.045, -0.683], [0.664, 5.706, 2.825], [4.657, 1.756, 2.870], [-4.196, 2.160, -7.842], [-0.870, 3.295, 2.048], [5.345, -5.612, -5.283], [2.945, -6.099, -5.636], [2.441, 2.629, 3.475], [2.236, -5.230, 1.624], [5.029, 0.585, 1.572], [-0.415, 4.593, 0.954], [3.122, -4.687, 5.614], [-4.785, 0.953, -3.031], [3.013, -5.101, -0.914], [-8.029, 0.945, 3.865], [4.301, -2.739, -2.288], [4.389, 7.456, 2.211], [2.614, 3.551, 0.387], [-2.387, 2.559, -3.983], [-0.737, -6.518, 5.398], [1.885, 4.886, 3.811], [-0.469, -0.667, -5.781], [-1.381, -2.626, 4.611], [-5.279, -1.948, 2.318], [4.778, 2.288, 1.175], [1.234, -4.907, -4.311], [-5.567, 0.793, -0.492], [-4.506, 2.216, 1.806]], "mulliken_charge": [-0.3988, 0.1946, 1.4041, 0.5789, 0.2575, 0.8524, 0.6474, 0.9172, -0.2827, -0.0588, 1.6083, -2.2814, -0.4576, -0.0743, -1.3655, -1.2161, -1.2715, -0.2316, -2.1610, 0.0410, -0.0738, -1.2033, -1.0083, -0.3798, -0.4371, -0.5541, -0.3673, 1.1598, -0.8620, -0.4300, -0.0368, -0.9053, -1.0797, -0.9404, -2.5050, -1.3177, -1.3496, -0.4606, -1.1739, 1.1772, -0.9405, -0.0289, -0.4766, 0.1618, -0.8921, 0.0508, -1.3889, -1.1293, 0.0616, 1.6599, -1.3121, -0.0671, -0.8710, -1.1992, -0.2616, -0.9028, 2.8761, -0.9249, -0.6049, -1.3066, 0.1898, -0.0926, 0.4131, 0.0354, 0.2074, 0.5174, 0.4206, 0.3459, 0.5701, 0.3533, -0.2219, 0.4167, 0.8919, 0.3734, 0.4907, 0.6073, 0.4522, 0.3898, 0.3442, 0.0998, 0.3079, 0.3026, 0.5663, 0.3498, 0.3868, 0.4216, 0.3911, 0.4055, 0.5844, -0.5415, 0.4118, 0.4977, 0.6799, 0.4407, 0.4188, 0.3817, 0.5685, 0.3903, 0.3961, 0.7079, 0.5164, 0.4613, 0.6357, 0.3980, 0.4960, 0.5024, 0.3818, 0.5634, 0.4217, -0.0812, 0.2644, 0.3918, 0.5240, 0.5532, 0.6398, 0.4842, 0.2220, 0.5105, 0.5132, 0.2714], "de_lowest_kcal_mol": 5.4, "homo_energy_ev": -6.63, "spin_multiplicity": 1}